Record 1
A cluster of 10 separate species, C20H60O10 in total at a distorted geometry, computed with ωB97M-V with the def2-TZVPD basis set.

```
! wB97M-V def2-TZVPD RIJCOSX def2/J DEFGRID3
* xyz 0 1
H 4.852 -5.033 2.999
H 3.832 -2.484 -3.817
H -1.902 -4.662 -4.024
O 2.618 1.151 5.111
O -1.309 0.918 -0.075
O -6.123 0.376 -0.573
H 4.658 -2.638 -6.012
C 1.975 5.926 -0.811
H 5.280 -4.027 4.250
O -0.243 -3.736 -4.937
C 0.783 0.082 -0.170
H -4.869 3.590 -7.382
C 5.261 -1.977 -5.388
H 5.078 3.065 3.925
C -1.092 -6.191 3.658
H 3.966 1.108 3.364
H 0.184 -4.325 -4.310
H 5.368 -1.225 -6.169
H -2.762 2.210 -5.499
H 1.489 -0.684 -0.493
H 1.946 6.604 0.042
C 4.376 -1.612 -4.181
C -2.021 4.501 4.610
H -7.202 -0.349 1.722
C -6.611 1.300 0.418
C 4.118 -5.848 5.020
H 4.341 3.330 5.549
H 1.150 1.078 -0.416
C 4.190 2.938 4.544
H -1.374 4.893 6.541
H -2.631 -2.157 -4.382
O 0.994 5.048 -0.508
C -6.529 0.507 1.767
H 0.655 0.037 0.911
C -0.597 0.013 -0.781
H -3.052 3.530 -8.868
H 2.726 -1.081 -5.004
C -1.034 -5.536 2.243
C 3.271 5.212 -0.992
H -2.436 -2.377 -6.036
C -2.604 -2.953 -5.126
H 4.626 0.932 5.039
O 3.250 -4.015 3.820
C -2.277 4.485 6.087
C -1.588 -4.155 -4.936
H -5.528 0.207 2.079
H -1.818 -5.682 1.500
H 4.080 5.908 -1.213
H -1.729 5.461 4.183
H -6.951 1.159 2.532
O 3.443 -0.625 -4.558
H 3.450 -6.658 4.728
H -0.962 -4.450 2.311
C -3.992 2.952 -7.270
H 3.103 -3.234 4.359
H 5.042 -1.290 -3.380
H -7.598 1.640 0.105
H -0.856 1.736 -0.290
H -1.044 3.383 3.313
H 5.061 -6.367 5.191
H -0.611 0.247 -1.846
C 3.860 1.389 4.412
H -1.989 -5.860 4.181
H 1.740 6.582 -1.649
H 3.407 3.528 4.067
H -5.912 2.136 0.406
H -0.986 -7.270 3.538
H -2.495 3.496 6.492
H -0.326 -5.770 4.309
H -5.180 0.430 -0.402
O 0.202 -5.865 1.622
O -1.117 3.398 4.270
H -1.018 -0.987 -0.682
O -2.862 3.615 -7.931
C -3.634 2.784 -5.815
H -2.969 5.272 6.387
H -3.697 3.736 -5.289
H -2.996 4.261 4.186
H -1.662 -4.868 -5.757
H -4.447 2.337 -5.243
H 2.000 1.861 4.922
H 0.171 5.520 -0.357
H -4.258 1.998 -7.724
H -3.612 -3.364 -5.158
C 4.482 -4.716 3.974
H 3.143 4.455 -1.765
H 6.260 -2.398 -5.276
H 0.840 -5.209 1.912
H 3.666 -5.443 5.926
H 3.568 4.797 -0.028
*
```

## Properties
**Structure (SMILES)**: CCO.CCO.CCO.CCO.CCO.CCO.CCO.CCO.CCO.CCO

Record 2
An isolated molecule of H4NO2PS at a distorted geometry, computed with ωB97M-V with the def2-TZVPD basis set.

```
! wB97M-V def2-TZVPD RIJCOSX def2/J DEFGRID3
* xyz 0 1
O 0.672 -1.446 0.870
H 1.634 -0.824 -1.445
H 0.422 1.900 0.959
S 0.364 -0.417 -1.914
H -1.704 -1.120 -0.448
H 0.276 -1.422 1.749
O -1.678 -0.406 0.190
N 0.590 0.953 1.055
P 0.066 -0.179 0.183
*
```

## Properties
**Structure (SMILES)**: N=P(O)(O)S

Record 3
An isolated molecule of C21H21NO5 at a distorted geometry, computed with ωB97M-V with the def2-TZVPD basis set.

```
! wB97M-V def2-TZVPD RIJCOSX def2/J DEFGRID3
* xyz 0 1
C -1.628 -2.410 -4.488
H 1.577 1.748 0.842
H -1.184 2.276 4.106
C 1.068 -2.429 2.270
H -0.942 -1.941 -1.972
H 3.418 2.472 2.327
H -2.647 -1.859 -2.093
O -2.220 1.473 1.930
H -0.249 2.497 -0.321
C 2.418 2.383 2.721
H -1.504 -2.319 -5.566
C -0.179 2.246 3.705
H -2.500 -0.457 -4.160
H 3.014 2.811 4.706
H 3.333 -0.783 -2.141
C 1.414 -0.902 0.391
H -0.590 0.513 -4.555
H 1.500 -3.042 3.018
O -3.702 0.835 -2.316
C -1.755 -1.286 -2.273
C -0.587 0.348 -0.714
C 0.892 2.534 4.585
C -0.327 -2.316 2.112
H -0.796 -3.041 -4.151
H 2.897 -1.903 1.497
N -1.800 -0.113 -1.407
O -2.745 3.160 -0.785
C 3.247 -1.042 -1.093
O 2.252 -0.244 -0.449
H -0.994 -2.886 2.776
O -0.376 -0.299 -4.055
C -2.289 2.040 -0.748
H -1.904 -1.402 0.985
H 0.779 2.705 5.637
H -2.580 -2.942 -4.260
C 1.364 2.041 1.846
C -0.837 -1.477 1.106
C 0.049 1.980 2.343
C 0.011 -0.701 0.279
H 2.974 -2.099 -1.036
H 4.250 -0.878 -0.581
C -0.955 1.744 -0.058
C -2.701 0.916 -1.567
C 2.189 2.587 4.067
C 1.858 -1.718 1.403
H 0.212 0.472 -1.487
C -1.617 -1.016 -3.807
C -1.112 1.726 1.432
*
```

## Properties
**Structure (SMILES)**: COc1ccccc1[C@@H]1[C@H](C(=O)c2ccccc2)C(=O)C(=O)N1C[C@H](C)O

Record 4
A cluster of 2 separate species, C2H5N2O3 in total, computed with ωB97M-V with the def2-TZVPD basis set.

```
! wB97M-V def2-TZVPD RIJCOSX def2/J DEFGRID3
* xyz -1 1
O -0.080 -1.424 1.457
H -0.740 0.042 0.866
H 0.703 -0.140 -0.923
H -1.739 1.523 0.957
H 1.298 -2.882 1.590
O 1.540 -1.773 -0.047
N -1.100 0.926 0.465
O -1.055 2.514 -1.153
H 0.570 1.057 -2.217
N 0.348 0.740 -1.288
C 0.889 -2.044 0.978
C -0.635 1.460 -0.686
*
```

Record 5
A cluster of 8 separate species, C7H28ClN10O7 in total at a distorted geometry, computed with ωB97M-V with the def2-TZVPD basis set.

```
! wB97M-V def2-TZVPD RIJCOSX def2/J DEFGRID3
* xyz -1 1
C 0.203 -3.028 4.701
H 1.805 -3.893 5.458
H 2.171 1.027 -4.464
N 4.687 -2.237 -0.297
H -6.086 3.153 4.249
H 1.602 -3.641 3.505
H 4.465 3.487 0.879
N -1.839 -4.340 -1.827
H 0.611 -3.340 6.656
H 4.156 -0.877 1.368
N -5.454 2.377 4.111
H -3.383 -3.241 0.619
H 2.989 4.469 1.275
H 2.699 3.545 -0.622
O -5.127 4.027 -4.117
O -0.887 -2.541 4.873
O -3.498 -5.423 -0.830
H -2.690 3.365 -2.384
H 3.792 -1.774 -0.220
H 3.921 0.005 -5.686
H -4.363 3.163 -1.860
N -2.868 -3.362 -0.242
O 3.322 4.271 -0.693
H -2.087 3.244 -3.968
H 4.539 5.174 0.579
O -4.142 3.649 2.834
N -3.678 3.538 -2.501
N -2.940 3.511 -4.439
C 3.840 4.338 0.608
H 0.488 -2.574 2.764
N -4.034 1.416 2.905
H -1.209 -3.552 -1.880
N 5.119 -1.166 1.467
H -3.076 3.439 -5.437
C 5.610 -1.906 0.627
C 2.847 -0.044 -5.869
O 6.876 -2.152 0.556
H -1.830 -5.083 -2.510
H 5.740 -0.856 2.200
H 2.824 -0.144 -6.954
O 2.264 1.095 -5.417
H 2.389 -0.970 -5.523
H -2.140 -2.673 -0.369
N 0.877 -2.946 3.618
C -2.749 -4.467 -0.926
C -4.453 2.547 3.312
H -3.246 1.428 2.274
Cl 0.256 0.423 -0.951
H -4.507 0.597 3.259
C -4.016 3.778 -3.687
N 0.926 -3.462 5.705
H 4.959 -2.797 -1.092
H -5.675 1.424 4.361
*
```

Calculated HOMO energy in order - -0.3668, -0.3584, -0.3321, -0.1905, -0.1974 Ha
Calculated electronic energy in order - -1550.1562, -947.2118, -1243.7581, -414.5758, -1818.0629 hartree
Calculated relative energy (zero: lowest compared OMol25 entry of this formula, charge and spin) in order - 113.0, 35.4, 52.1, 0.7, 145.7 kcal per mole